1.
DFT (ωB97M-V/def2-TZVPD) results for a structure of composition C42H50AsBF3N8O6S6Sn.

Atoms and positions in Å:
Sn1 -0.014 3.224 -0.792
C1 -3.719 0.734 -1.021
C2 -2.673 -0.073 -0.330
C3 -2.924 -0.735 0.825
C4 -1.880 -1.436 1.478
N1 -0.675 -1.438 1.002
N2 -0.414 -0.787 -0.143
B1 1.081 -0.829 -0.543
N3 1.928 -1.393 0.681
N4 2.025 -2.542 1.335
C5 2.733 -2.509 2.435
C6 3.328 -1.308 2.922
C7 3.200 -0.128 2.256
C8 3.712 1.201 2.686
C9 2.464 -0.237 1.055
S1 2.060 0.840 -0.205
C10 2.902 -3.809 3.208
C11 2.044 -4.917 2.602
C12 2.486 -3.595 4.672
C13 4.379 -4.224 3.150
N5 1.293 -1.644 -1.836
N6 0.707 -2.827 -1.563
C14 0.582 -3.731 -2.474
C15 1.065 -3.488 -3.789
C16 1.675 -2.315 -4.079
C17 2.172 -2.024 -5.457
C18 1.827 -1.305 -3.044
S2 2.579 0.150 -3.369
C19 -0.162 -4.989 -2.032
C20 -0.113 -6.078 -3.101
C21 0.466 -5.509 -0.735
C22 -1.621 -4.595 -1.762
C23 -1.335 -0.111 -0.859
S3 -0.905 0.673 -2.293
C24 -2.098 -2.302 2.716
C25 -0.894 -2.198 3.655
C26 -3.370 -1.899 3.464
C27 -2.219 -3.754 2.229
H1 -4.692 0.575 -0.558
H2 -3.763 0.492 -2.083
H3 -3.456 1.793 -0.959
H4 -3.914 -0.697 1.257
H5 3.887 -1.337 3.849
H6 4.331 1.125 3.579
H7 2.856 1.855 2.885
H8 4.289 1.660 1.880
H9 0.988 -4.642 2.599
H10 2.165 -5.827 3.195
H11 2.335 -5.128 1.573
H12 1.484 -3.170 4.736
H13 3.172 -2.931 5.199
H14 2.487 -4.553 5.195
H15 4.703 -4.353 2.115
H16 4.520 -5.172 3.674
H17 5.024 -3.480 3.620
H18 0.944 -4.233 -4.563
H19 2.062 -2.902 -6.093
H20 3.214 -1.708 -5.429
H21 1.613 -1.189 -5.884
H22 0.916 -6.344 -3.356
H23 -0.627 -5.774 -4.015
H24 -0.609 -6.975 -2.727
H25 1.496 -5.833 -0.904
H26 -0.107 -6.361 -0.358
H27 0.478 -4.724 0.020
H28 -2.083 -4.163 -2.652
H29 -1.665 -3.852 -0.965
H30 -2.200 -5.471 -1.460
H31 -0.781 -1.193 4.064
H32 0.023 -2.437 3.121
H33 -1.018 -2.895 4.488
H34 -3.374 -0.831 3.688
H35 -3.426 -2.448 4.406
H36 -4.269 -2.135 2.891
H37 -1.304 -4.054 1.715
H38 -3.052 -3.862 1.530
H39 -2.390 -4.427 3.073
F1 -4.682 5.727 -5.050
C28 -4.081 5.367 -3.887
F2 -4.903 4.474 -3.309
F3 -4.084 6.467 -3.115
C29 -2.700 4.829 -4.127
C30 -2.220 4.742 -5.419
C31 -0.940 4.264 -5.660
C32 -0.178 3.911 -4.562
N7 -0.626 3.991 -3.317
C33 -1.874 4.413 -3.055
S4 -2.350 4.401 -1.391
H40 -2.850 5.052 -6.241
H41 -0.548 4.174 -6.663
H42 0.840 3.549 -4.668
O1 -2.295 1.467 3.193
As1 -0.862 2.338 2.519
O2 0.351 1.648 3.381
O3 -0.975 2.036 0.867
C34 -1.609 4.137 2.737
C35 -2.934 4.219 3.171
C36 -3.630 5.414 3.097
C37 -3.022 6.549 2.581
C38 -1.709 6.487 2.154
C39 -1.006 5.291 2.242
S5 0.637 5.285 1.564
O4 1.413 6.279 2.256
O5 0.413 5.569 0.132
O6 1.085 3.899 1.739
H43 -1.865 0.771 3.705
H44 -3.415 3.331 3.551
H45 -4.662 5.452 3.421
H46 -3.574 7.477 2.497
H47 -1.214 7.354 1.739
S6 3.689 6.364 -3.237
C40 4.609 4.939 -2.998
C41 3.827 3.981 -2.441
N8 2.526 4.347 -2.208
C42 2.317 5.569 -2.575
H48 5.648 4.889 -3.274
H49 4.137 2.977 -2.186
H50 1.371 6.077 -2.453

Values from the calculation:
Lowest unoccupied orbital energy ... 1.932 eV
Electronic energy ... -7683.88518 Ha
Orbital gap ... 6.550 eV
HOMO energy ... -4.6174 eV
Charge ... -1

2.
DFT (ωB97M-V/def2-TZVPD) results for a structure of composition C42H50BCrF6N6O8PS.

Atoms and positions in Å:
Cr1 -0.014 -0.273 -1.692
F1 -1.803 -0.099 4.787
C1 -0.544 -0.146 4.290
C2 -0.343 0.015 2.951
C3 0.953 -0.102 2.437
C4 1.129 -0.063 0.986
O1 0.097 0.041 0.298
C5 2.478 -0.161 0.520
C6 3.471 -0.342 1.424
N1 3.303 -0.425 2.767
C7 4.437 -0.702 3.614
C8 4.907 0.361 4.567
C9 5.720 0.022 3.354
C10 2.029 -0.339 3.300
C11 1.794 -0.484 4.672
C12 0.509 -0.403 5.174
N2 0.268 -0.613 6.552
C13 -0.706 0.164 7.275
C14 -0.168 0.475 8.663
N3 0.188 -0.824 9.343
C15 1.176 -1.640 8.550
C16 0.590 -1.873 7.167
C17 2.890 -0.151 -0.931
O2 4.080 -0.121 -1.210
O3 1.942 -0.191 -1.796
H1 -1.162 0.189 2.264
H2 4.482 -0.446 1.056
H3 4.498 -1.737 3.932
H4 5.268 0.049 5.537
H5 4.367 1.299 4.548
H6 6.635 -0.537 3.480
H7 5.734 0.745 2.551
H8 2.616 -0.653 5.353
H9 -1.674 -0.354 7.368
H10 -0.899 1.102 6.761
H11 -0.902 0.982 9.286
H12 0.746 1.063 8.608
H13 -0.666 -1.374 9.464
H14 0.554 -0.638 10.277
H15 1.346 -2.569 9.090
H16 2.095 -1.059 8.501
H17 -0.303 -2.515 7.272
H18 1.303 -2.420 6.555
C18 -0.595 5.028 -0.807
C19 -0.055 4.089 -1.872
C20 1.292 4.598 -2.373
O4 0.181 2.798 -1.264
B1 -0.208 1.818 -2.137
O5 -0.785 2.356 -3.281
C21 -1.062 3.755 -3.016
C22 -0.853 4.536 -4.300
C23 -2.520 3.838 -2.581
H19 0.176 5.196 -0.055
H20 -1.466 4.604 -0.311
H21 -0.865 5.991 -1.244
H22 1.978 4.656 -1.528
H23 1.206 5.587 -2.824
H24 1.721 3.911 -3.105
H25 0.151 4.391 -4.697
H26 -1.009 5.603 -4.132
H27 -1.576 4.203 -5.046
H28 -2.689 3.241 -1.684
H29 -3.147 3.434 -3.376
H30 -2.821 4.868 -2.386
C24 1.240 0.461 -7.049
N4 0.352 -0.768 -6.812
C25 1.273 -2.000 -6.740
N5 2.271 -1.837 -5.753
C26 3.065 -0.639 -6.017
N6 2.241 0.571 -6.054
C27 1.687 0.910 -4.734
P1 0.603 -0.425 -4.058
C28 -0.471 -0.630 -5.563
C29 1.726 -1.854 -4.385
H31 0.585 1.332 -7.051
H32 1.685 0.319 -8.035
H33 -0.273 -0.878 -7.611
H34 1.715 -2.091 -7.734
H35 0.637 -2.858 -6.526
H36 3.564 -0.751 -6.982
H37 3.816 -0.532 -5.238
H38 1.118 1.839 -4.801
H39 2.499 1.056 -4.020
H40 -1.129 0.232 -5.676
H41 -1.081 -1.525 -5.460
H42 1.185 -2.782 -4.199
H43 2.539 -1.804 -3.661
C30 -5.413 -2.574 1.283
C31 -4.011 -2.846 0.812
C32 -2.916 -2.433 1.568
C33 -1.622 -2.628 1.112
C34 -1.408 -3.240 -0.111
C35 -2.481 -3.696 -0.858
C36 -3.772 -3.499 -0.395
S1 0.227 -3.306 -0.812
O6 0.077 -2.447 -2.042
O7 0.501 -4.672 -1.168
O8 1.107 -2.690 0.162
H44 -5.567 -1.507 1.459
H45 -5.620 -3.094 2.221
H46 -6.145 -2.900 0.546
H47 -3.083 -1.929 2.515
H48 -0.767 -2.288 1.680
H49 -2.304 -4.173 -1.814
H50 -4.612 -3.833 -0.995
F2 -2.306 -1.557 -3.645
C37 -2.921 -0.903 -2.618
C38 -2.165 -0.225 -1.682
C39 -2.923 0.403 -0.706
F3 -2.324 1.137 0.263
C40 -4.303 0.343 -0.636
F4 -4.973 0.949 0.359
C41 -5.002 -0.362 -1.597
F5 -6.336 -0.449 -1.542
C42 -4.300 -0.988 -2.607
F6 -4.963 -1.690 -3.539

Values from the calculation:
Lowest unoccupied orbital energy (spin up / spin down) ... -3.082 / -3.082 eV
Spin multiplicity ... 4
Electronic energy ... -4968.84924 Ha
Orbital gap (spin up / spin down) ... 6.270 / 5.903 eV
HOMO energy (spin up / spin down) ... -9.3516 / -8.9846 eV
Charge ... +1